(1)
Formula: C32H49AuClNO3PS
Source: OMol25
Level of theory: wB97M-V/def2-TZVPD

expectation value of S²	2.0090
relative energy (zero: lowest compared OMol25 entry of this formula, charge and spin)	28.0	kJ/mol
HOMO-LUMO gap (spin up / spin down)	5.0 / 6.7	eV
HOMO (spin up / spin down)	-3.01 / -4.90	eV
max |F|	4.16	eV/Å

```
! RIJCOSX wB97M-V def2-TZVPD def2/J DEFGRID3
* xyz -1 3
Au -1.05703 -1.72170 -0.58075
Cl -1.66383 -3.64584 0.35501
P 0.36072 1.27224 -1.84864
C 0.33972 1.58353 0.05884
H -0.67519 1.27378 0.33180
H 1.00536 0.76161 0.37399
C -1.15308 0.63972 -2.77013
C 1.72059 0.07830 -2.33580
C -1.28902 1.15477 -4.21966
H -0.93145 -0.45190 -2.76423
C -2.46388 0.50111 -4.96326
H -1.44118 2.24716 -4.20867
H -0.35982 0.98195 -4.78266
C -3.78793 0.61895 -4.21464
H -2.55165 0.97166 -5.94674
H -2.22891 -0.55370 -5.15142
C -3.66535 0.21197 -2.74102
H -4.15243 1.65258 -4.27814
H -4.54345 -0.00239 -4.70715
C -2.47211 0.85636 -2.00860
H -4.58769 0.48496 -2.21824
H -3.58605 -0.88169 -2.67125
H -2.65834 1.93927 -1.89315
H -2.39536 0.39953 -1.00676
C 0.74705 2.97254 -2.32624
C 3.09835 0.58390 -1.88652
H 1.46035 -0.82424 -1.74431
C 4.16242 -0.49669 -2.11821
H 3.36414 1.48482 -2.46397
H 3.08715 0.86293 -0.82262
C 4.21811 -0.95144 -3.57328
H 5.13568 -0.11767 -1.79773
H 3.90282 -1.36856 -1.50146
C 2.84294 -1.42597 -4.02837
H 4.55869 -0.13153 -4.21588
H 4.93982 -1.76531 -3.68250
C 1.76029 -0.36441 -3.80960
H 2.85989 -1.71134 -5.08299
H 2.56347 -2.30996 -3.43737
H 1.96106 0.50644 -4.45462
H 0.78889 -0.77590 -4.11301
C -0.51743 3.80554 -2.09320
H 1.51767 3.28838 -1.60192
C -0.09698 5.26775 -2.06516
H -1.24648 3.61850 -2.89496
H -1.01522 3.55407 -1.14440
C 0.68628 5.63660 -3.32947
H -0.99126 5.89210 -1.95811
H 0.51836 5.42114 -1.16657
C 1.80866 4.65626 -3.71399
H -0.02039 5.69026 -4.16602
H 1.11185 6.63483 -3.19929
C 1.35694 3.19377 -3.70880
H 2.22016 4.89243 -4.69945
H 2.62266 4.74717 -2.98169
H 0.62910 2.97186 -4.50677
H 2.21378 2.51599 -3.85498
C -0.64231 3.62535 1.27745
C 0.64154 2.77778 0.82976
H -0.91913 4.50439 0.69933
C 1.34152 2.42925 2.15784
H 1.26032 3.52856 0.33032
C 0.41717 1.57954 3.03004
H 2.28057 1.88818 2.01338
H 1.58133 3.39546 2.60573
C -0.75862 2.38086 3.52698
H 0.04354 0.74652 2.41708
H 0.99647 1.15666 3.85719
C -1.46832 3.16692 2.35616
H -1.47739 1.70881 4.00264
H -0.43875 3.11519 4.27961
H -2.23625 2.49660 1.92936
H -1.99249 4.02963 2.79296
O 1.84328 -7.46424 -0.97410
S 0.91281 -6.34340 -0.99306
O -0.45631 -6.61350 -1.31990
N 1.51315 -5.03959 -1.75270
C 1.79902 -3.96090 -0.99567
O 2.18112 -2.85308 -1.39903
C 1.55863 -4.28084 0.45023
C 1.74209 -3.46433 1.56646
C 1.40997 -3.96003 2.82369
C 0.86203 -5.24873 2.96263
C 0.64786 -6.05539 1.83136
C 1.01246 -5.53314 0.58944
H 2.13320 -2.46336 1.41036
H 1.56264 -3.34594 3.71107
H 0.59219 -5.62624 3.94926
H 0.20617 -7.04639 1.87787
*
```

These are the Löwdin partial charges, in e, on atoms 1 to 6:
1. Au 0.22
2. Cl -0.19
3. P 1.16
4. C -0.24
5. H 0.06
6. H 0.08

***

(2)
Formula: C32H49B2N9OReS4Se
Source: OMol25
Level of theory: wB97M-V/def2-TZVPD

expectation value of S²	0.7650
HOMO-LUMO gap (spin up / spin down)	5.6 / 5.9	eV
HOMO (spin up / spin down)	-13.28 / -13.10	eV
max |F|	2.60	eV/Å

```
! RIJCOSX wB97M-V def2-TZVPD def2/J DEFGRID3
* xyz 2 2
Re 0.18632 0.11258 -0.62063
C 3.87987 -1.01484 2.98687
C 2.73017 -1.98482 3.28282
C 2.46612 -2.94705 2.12122
C 3.09446 -2.79062 4.52963
N 1.49011 -1.22075 3.51585
C 0.64671 -1.37772 4.57816
C -0.38929 -0.52140 4.40934
N -0.19579 0.16827 3.24641
B -1.11346 1.35817 2.88245
N -2.36113 0.90271 2.08288
C -3.56380 1.49862 2.35531
C -4.54511 0.76231 1.78595
N -3.96127 -0.29837 1.15307
C -2.62429 -0.17573 1.31769
S -1.43335 -1.21478 0.62264
C -4.70745 -1.41385 0.53438
C -4.39734 -2.68676 1.32303
C -6.20843 -1.14434 0.61561
C -4.29715 -1.56119 -0.92921
N -0.31326 2.50583 2.20795
C 0.45275 3.35174 2.95554
C 0.90081 4.33807 2.14277
N 0.41920 4.10442 0.88430
C -0.30641 2.97250 0.94863
S -1.15739 2.13590 -0.30812
C 0.74513 5.03038 -0.22227
C 2.24938 4.92871 -0.48578
C -0.00184 4.69416 -1.50648
C 0.36761 6.44263 0.23665
C 0.94564 -0.28700 2.70845
S 1.66633 0.32627 1.26454
H 4.83157 -1.50051 3.18188
H 3.81019 -0.14370 3.63420
H 3.87770 -0.67782 1.95511
H 3.39196 -3.45336 1.86072
H 2.08518 -2.41887 1.24723
H 1.73635 -3.69922 2.41131
H 4.01596 -3.32999 4.33650
H 2.33690 -3.52736 4.77859
H 3.26490 -2.13752 5.37925
H 0.83216 -2.05393 5.38268
H -1.24393 -0.34365 5.02706
H -1.51883 1.79728 3.90934
H -3.63320 2.39421 2.93383
H -5.59938 0.93092 1.79436
H -4.76352 -2.59580 2.34257
H -3.33065 -2.88741 1.34473
H -4.89423 -3.53027 0.85637
H -6.53974 -1.05915 1.64629
H -6.73291 -1.98935 0.17762
H -6.49279 -0.25320 0.06266
H -3.28288 -1.93776 -1.00900
H -4.36688 -0.61171 -1.45687
H -4.95987 -2.27140 -1.41357
H 0.61055 3.19703 4.00202
H 1.50817 5.18418 2.37929
H 2.51834 3.91226 -0.76307
H 2.83328 5.22216 0.38197
H 2.51427 5.58851 -1.30609
H 0.36534 3.76317 -1.93427
H 0.18075 5.48395 -2.23026
H -1.07626 4.63083 -1.34482
H 1.04317 6.82171 0.99612
H -0.64419 6.46542 0.62963
H 0.41893 7.11951 -0.61015
O 1.30291 -1.76012 -1.31552
S 2.39880 -1.65130 -2.36955
C 3.94489 -1.91976 -1.42445
C 4.74967 -2.88073 -2.27395
C 3.78368 -3.99112 -2.68179
C 2.49795 -3.31987 -3.14958
H 3.64306 -2.36534 -0.47695
H 4.43232 -0.96470 -1.25381
H 5.60394 -3.27018 -1.71929
H 5.12696 -2.36563 -3.15867
H 3.58548 -4.64017 -1.82866
H 4.21340 -4.60543 -3.47257
H 1.59489 -3.86823 -2.89668
H 2.51167 -3.13221 -4.22162
Se -1.05270 1.68613 -3.39769
N -0.86791 0.13358 -2.51364
C -1.52146 -0.82210 -3.18564
C -1.59332 -2.18264 -2.85395
C -2.38057 -2.99619 -3.62394
C -3.10243 -2.50522 -4.73138
C -3.01491 -1.19869 -5.11409
C -2.21091 -0.32944 -4.35273
N -2.04768 0.96621 -4.59442
H -1.02866 -2.55597 -2.01137
H -2.46374 -4.04210 -3.37728
H -3.73224 -3.18313 -5.28238
H -3.53910 -0.80701 -5.96898
B 2.82310 2.10984 -3.72724
C 2.14919 1.53182 -2.51369
N 1.53843 1.10091 -1.61376
H 3.64547 2.90500 -3.40828
H 3.31728 1.21978 -4.34343
H 1.93228 2.62084 -4.34587
*
```

These are the Löwdin partial charges, in e, on atoms 1 to 6:
1. Re 0.92
2. C -0.05
3. C -0.54
4. C -0.02
5. C -0.03
6. N 0.02